{
  "formula": "C20H27BCl27F5NO3",
  "method": "ωB97M-V/def2-TZVPD",
  "elements": ["Cl", "Cl", "Cl", "Cl", "Cl", "Cl", "Cl", "Cl", "Cl", "Cl", "Cl", "Cl", "Cl", "Cl", "Cl", "Cl", "Cl", "Cl", "Cl", "Cl", "Cl", "Cl", "Cl", "Cl", "Cl", "Cl", "Cl", "F", "F", "F", "F", "F", "O", "O", "O", "N", "C", "C", "C", "C", "C", "C", "C", "C", "C", "C", "C", "C", "C", "C", "C", "C", "C", "C", "C", "C", "B", "H", "H", "H", "H", "H", "H", "H", "H", "H", "H", "H", "H", "H", "H", "H", "H", "H", "H", "H", "H", "H", "H", "H", "H", "H", "H", "H"],
  "positions_angstrom": [[-5.646, 4.319, -7.799], [-4.067, -2.872, -7.289], [8.375, 4.320, 5.777], [-5.296, 2.459, -5.599], [-4.547, 0.062, -0.473], [-4.888, -5.478, -6.249], [-3.054, -5.309, -8.491], [-5.572, -3.408, -1.635], [-1.018, -2.547, 5.485], [-3.683, -3.228, -3.843], [-4.284, 2.213, 1.467], [-2.062, -2.165, -0.681], [-1.322, 0.441, -2.720], [-3.414, -2.746, 1.783], [-3.073, -0.622, 4.790], [1.350, 4.980, -1.502], [-5.733, 5.275, -5.056], [-6.405, 2.299, -0.515], [-1.801, 2.864, -4.200], [-1.029, -4.254, 1.032], [-0.589, 3.547, 0.126], [1.643, 2.124, -1.075], [-4.724, -0.815, -2.619], [-3.084, -1.864, 7.414], [6.652, 2.226, 4.728], [-2.762, 0.286, -5.228], [5.774, 4.990, 4.670], [4.940, -4.169, 1.266], [5.252, -2.578, 3.135], [3.912, -2.775, -0.006], [6.084, -2.724, 0.136], [5.707, -0.867, 1.836], [4.642, -0.211, -0.604], [3.793, 1.871, 0.231], [-0.637, -0.457, 2.326], [1.448, -1.980, 1.258], [-5.416, 1.261, 0.496], [-4.424, -4.558, -7.684], [4.498, 2.505, 1.343], [-6.101, 3.935, -6.142], [-0.075, 0.983, 0.528], [3.456, -1.364, 2.297], [2.346, -2.450, 2.309], [2.920, -0.224, 1.382], [-2.707, -2.088, 5.718], [0.784, -0.105, -0.162], [1.688, -0.799, 0.799], [-1.214, 0.367, 1.312], [4.851, -1.903, 2.023], [3.662, 3.606, 1.955], [-5.070, -2.483, -3.060], [-1.503, 1.141, -4.347], [4.972, -2.911, 0.825], [-2.499, -3.434, 0.450], [0.497, 3.464, -1.260], [6.717, 3.790, 5.557], [3.852, 0.506, 0.258], [0.632, -2.526, 1.001], [-0.104, 3.266, -2.138], [0.105, -0.844, -0.597], [-0.566, 0.998, -4.867], [4.227, -0.630, -1.363], [-5.892, -2.490, -3.763], [4.742, 1.756, 2.104], [3.528, -0.953, 3.307], [2.577, 0.603, 2.018], [-3.110, -4.168, -0.059], [-1.284, -0.587, 3.028], [1.379, 0.364, -0.950], [-3.325, -2.886, 5.329], [-0.478, 1.649, -0.240], [5.431, 2.892, 0.930], [-7.169, 3.767, -6.116], [3.526, 4.426, 1.247], [2.678, 3.220, 2.239], [-1.858, -0.233, 0.657], [4.159, 3.955, 2.859], [6.265, 3.665, 6.531], [0.534, 1.598, 1.197], [-1.858, 1.145, 1.728], [1.802, -2.410, 3.258], [2.655, -3.487, 2.191], [-5.262, -4.565, -8.366], [-6.064, 0.726, 1.176]],
  "homo_lumo_gap_ev": 9.22,
  "e_homo_ev": -11.79,
  "total_charge": 1,
  "e_above_lowest_kcal_mol": 10.9,
  "mol_weight_g_mol": 1392.47,
  "spin_multiplicity": 1
}